{"formula": "C5H11NO", "method": "ωB97M-V with the def2-TZVPD basis set", "max_force_ev_per_a": 0.71, "e_lumo_ev": [0.2187, 0.1174], "homo_energy_ev": [-7.28, -7.16], "e_above_lowest_kcal_mol": 76.7, "symbols": ["O", "N", "C", "C", "C", "C", "C", "H", "H", "H", "H", "H", "H", "H", "H", "H", "H", "H"], "positions_angstrom": [[0.502, -1.424, -1.621], [0.082, -0.876, 0.592], [0.531, -0.180, 1.658], [1.997, 0.175, -0.689], [-1.026, -1.594, 0.515], [0.836, -0.769, -0.676], [-1.691, 1.490, -0.583], [2.370, 0.184, -1.712], [1.686, 1.171, -0.367], [1.554, 0.154, 1.677], [0.024, -0.376, 2.593], [2.777, -0.176, -0.007], [-1.567, -1.767, 1.432], [-1.303, -2.017, -0.436], [-2.772, 1.423, -0.440], [-1.135, 1.262, 0.336], [-1.436, 0.811, -1.403], [-1.431, 2.508, -0.869]], "atomic_forces_ev_per_a": [[0.073, 0.193, 0.312], [0.485, 0.027, -0.517], [0.139, -0.189, 0.393], [0.041, 0.023, -0.038], [-0.397, -0.402, 0.198], [-0.073, -0.121, -0.048], [-0.014, 0.146, -0.097], [0.047, 0.094, 0.126], [0.072, -0.100, -0.101], [-0.155, -0.024, -0.066], [-0.032, 0.144, -0.066], [-0.054, 0.058, -0.155], [-0.063, 0.023, -0.111], [0.029, 0.069, 0.145], [0.182, 0.039, 0.181], [-0.319, -0.093, -0.273], [0.126, 0.073, 0.222], [-0.088, 0.039, -0.103]]}